Formula: C6H7IO2S
Source: the Open Molecules 2025 dataset
Level of theory: ωB97M-V with the def2-TZVPD basis set

## Properties
energy relative to the best compared isomer or geometry (same formula, charge and spin): 37.7 kJ/mol
2S+1: 1
SMILES: O=C1C(=S)[C@@H](I)CC[C@H]1O
maximum force: 3.43 eV Å⁻¹

XYZ file:
```
17
Properties=species:S:1:pos:R:3:forces:R:3
O -0.64945 0.40149 -2.87426 0.96 1.10 0.30
C 0.12508 0.45352 -1.93135 -1.55 -1.47 -0.30
C 0.60155 1.67273 -1.29617 0.66 1.90 -1.02
S 1.76369 2.56224 -1.98668 -0.04 -0.20 0.14
C -0.03276 2.01871 -0.02101 -1.61 -2.93 0.60
I -2.22878 2.43833 -0.34653 1.09 -0.32 0.17
C 0.18870 0.79148 0.90646 1.09 -0.38 -0.68
C -0.20910 -0.52734 0.29638 -0.08 -1.07 -2.04
C 0.35272 -0.87096 -1.17616 -0.16 2.93 0.62
O -0.35401 -1.77038 -1.89688 0.60 -3.01 1.53
H 0.27842 2.88361 0.42742 0.96 2.23 0.69
H -0.32204 0.76933 1.83117 -0.88 0.89 1.02
H 1.26356 0.68087 1.24042 -0.73 0.65 -0.76
H 0.11019 -1.26878 1.00255 0.03 -0.78 0.13
H -1.27873 -0.64389 0.11821 -0.19 0.26 0.47
H 1.43057 -1.00018 -1.12556 0.29 -0.67 -0.07
H -0.81951 -1.34310 -2.60332 -0.44 0.88 -0.80
```
Forces are in eV/Å.

Atom charges from the natural (NBO) analysis, given in e for atoms 1 to 8:
1 O -0.53
2 C 0.50
3 C -0.22
4 S 0.16
5 C -0.29
6 I 0.07
7 C -0.44
8 C -0.42